1.
Computed, not measured: an isolated molecule of C3H9O2PS in a non-equilibrium geometry, with ωB97M-V/def2-TZVPD.

Each line ends with the Mulliken charge.
Cartesian coordinates (Å):
C -1.48104 -0.45987 -0.21289  -1.265
C 0.03894 -0.19131 2.28384  -1.220
C 1.16093 0.65760 -1.91754  -0.888
O -0.07281 2.02538 0.63163  -0.677
O 1.11817 -1.78896 -0.91877  -0.562
P -0.11401 0.56757 0.60299  0.852
S 1.58386 -0.47755 -0.58850  0.348
H -2.09256 -0.78326 0.59109  0.540
H -2.03955 0.25791 -0.85665  0.322
H -0.98532 -1.18649 -0.79925  0.416
H -0.40960 0.37231 2.99911  0.409
H -0.71561 -0.97987 2.20181  0.339
H 0.88662 -0.66301 2.56407  0.414
H 0.08213 0.75749 -2.06043  0.260
H 1.51901 0.28353 -2.87670  0.352
H 1.52083 1.60854 -1.64380  0.361

Forces on atoms 1 to 2 (eV/Å):
C 0.480 3.613 0.053
C -2.958 -0.983 -3.593

* frontier orbital gap: 9.5350 eV
* E_HOMO: -8.8 eV
* LUMO: 0.70 eV

---

2.
Computed, not measured: a cluster of 2 separate species, C3H9O2PS in total in a non-equilibrium geometry, with ωB97M-V/def2-TZVPD.

Each line ends with the Mulliken charge.
Cartesian coordinates (Å):
C -1.22960 1.60535 0.10968  -0.588
C 0.69469 2.26514 -1.43496  -1.209
C -0.82778 -1.73595 0.70066  -0.686
O 1.34287 -0.67254 1.68312  -0.514
O 1.30596 -3.07139 1.01189  -0.535
P 0.23675 2.21702 0.38367  0.058
S 0.92697 -1.45428 0.56656  0.546
H 1.96829 -3.49052 0.48767  0.322
H -1.53858 1.50651 -0.95856  0.283
H -2.04866 1.40729 0.83396  0.344
H 0.66860 1.30209 -1.82990  0.372
H 1.69332 2.71515 -1.45488  0.310
H 0.03184 2.72786 -2.05769  0.461
H -0.79013 -2.75039 0.24704  0.354
H -1.22663 -1.64143 1.70595  0.271
H -1.20791 -0.92991 0.00579  0.210

Forces on atoms 1 to 2 (eV/Å):
C -2.935 -0.480 -0.541
C 2.389 0.419 2.543

* frontier orbital gap: 10.0015 eV
* E_HOMO: -9.5 eV
* LUMO: 0.46 eV